Record 1
51
Properties=species:S:1:pos:R:3:mulliken_charge:R:1 method="wB97M-V/def2-TZVPD" spin_multiplicity=1 de_lowest_ev=2.212 total_charge=-1 lumo_ev=1.77 gap_ev=5.276
Sr 0.229 -0.786 0.936 1.613
Se 1.444 -1.179 4.569 -0.150
Se -0.768 -0.974 3.889 -0.259
Se -1.201 1.340 3.848 -0.558
Se 2.695 -0.430 2.688 -0.568
Cl -4.316 -3.335 -4.254 -0.170
S 1.783 1.760 -1.053 0.269
O -5.842 -3.932 -1.813 -0.620
O -5.195 -3.451 0.240 -0.540
O -1.958 -0.357 0.617 -0.874
O -3.333 -1.961 1.336 -0.907
O 1.287 0.321 -0.991 -0.718
N -2.095 -1.275 -1.878 -0.794
N -2.438 -1.799 -3.072 0.643
C -0.853 -1.638 -6.441 -0.677
C -1.665 -1.391 -4.197 0.741
C 3.602 3.277 0.370 -0.285
C -0.147 -0.450 -6.335 -0.631
C -0.193 0.253 -5.140 -0.335
C 4.575 3.296 1.543 -1.320
C -0.937 -0.209 -4.069 -0.345
C 2.236 3.240 -3.350 -0.187
C 3.200 1.845 0.048 0.326
C -1.612 -2.114 -5.381 -0.618
C -3.540 -2.583 -2.935 0.493
C -3.900 -2.605 -1.598 -0.284
C 3.015 3.424 -4.644 -1.368
C -2.945 -1.735 -0.993 0.137
C 2.573 1.913 -2.680 -0.936
C -5.064 -3.385 -1.065 0.417
C -2.746 -1.306 0.459 1.037
H 2.445 4.063 -2.661 0.374
H 3.651 1.766 -2.588 0.427
H 4.089 3.457 -4.456 0.373
H 2.736 4.349 -5.148 0.376
H 4.135 2.801 2.409 0.312
H 4.013 1.266 -0.395 0.474
H 0.346 1.189 -5.046 0.337
H 2.707 3.855 0.616 0.364
H 2.864 1.335 0.957 -0.577
H -2.131 -3.051 -5.492 0.320
H 0.435 -0.077 -7.168 0.407
H -4.450 -2.956 0.703 0.501
H 2.169 1.062 -3.233 0.444
H 4.054 3.752 -0.508 0.209
H -0.969 0.332 -3.137 0.440
H 4.832 4.319 1.820 0.377
H 1.161 3.276 -3.541 0.334
H -0.821 -2.214 -7.357 0.353
H 2.828 2.599 -5.335 0.298
H 5.499 2.771 1.296 0.320

Record 2
81
Properties=species:S:1:pos:R:3:mulliken_charge:R:1 method="wB97M-V/def2-TZVPD" s_squared=0.7557 spin_multiplicity=2 total_charge=+1 lumo_ev="-4.53 / -10.48" gap_ev="7.574 / 1.632"
P 2.117 1.506 0.334 0.314
P -1.650 -1.956 4.638 1.083
P -3.378 1.783 -2.621 0.643
F 0.670 -1.982 -4.387 -0.283
F 2.086 -3.622 -1.549 -0.251
F 6.226 3.877 2.066 -0.261
O -2.528 -1.293 5.765 -0.417
O 2.422 1.216 -1.264 -0.413
O -1.535 -1.140 -6.557 -0.346
O 0.944 2.615 0.155 -0.043
O 0.404 -4.943 2.344 -0.500
O -4.733 0.941 -2.926 -0.298
O 1.659 -4.565 0.407 -0.297
O 7.365 1.689 3.309 -0.233
O -0.418 -0.111 -8.157 -0.523
O 3.289 1.967 1.163 -0.618
O -1.292 -0.577 3.762 -0.315
O -0.304 -2.291 5.403 -0.409
O -3.528 3.302 -3.276 -0.408
O -0.505 -4.714 0.306 -0.344
O 9.421 1.406 2.545 -0.065
O 7.663 2.275 1.275 -0.238
O -3.447 2.132 -1.100 -0.276
O 0.516 -0.815 -6.251 -0.400
O 1.376 0.086 0.822 0.188
O -2.118 1.035 -2.954 -0.219
O -2.288 -3.123 4.015 -0.641
C -1.495 -0.620 2.361 -0.065
C 0.582 3.213 1.326 -0.737
C 1.400 1.069 -2.217 -0.588
C -0.097 -3.958 -0.869 0.005
C 0.528 -4.920 1.119 0.642
C 2.093 -1.187 1.053 -0.238
C 6.370 2.622 1.606 0.429
C 8.244 1.788 2.369 0.715
C 0.797 -2.874 4.698 -0.098
C -0.533 -0.582 -7.080 0.616
C -3.624 1.037 -0.068 -0.662
C -5.937 1.571 -3.266 -0.694
C -0.036 -0.994 -4.932 0.735
C -2.879 4.520 -2.756 -0.541
C -1.486 -1.362 -5.219 -0.255
C 1.352 -4.528 -0.988 0.072
C 6.104 1.692 2.807 -0.254
C -3.641 -0.447 5.337 -0.599
H 3.155 -1.027 1.242 0.226
H -0.074 -2.907 -0.584 0.014
H -2.556 -0.465 2.166 0.146
H -1.616 -2.426 -5.024 0.258
H -6.545 1.268 -2.413 0.286
H 1.377 3.754 1.840 0.270
H -6.008 2.648 -3.417 0.311
H 1.119 -3.827 5.119 0.306
H 5.809 0.683 2.519 0.302
H 5.704 2.565 0.745 0.314
H 5.441 2.195 3.512 0.311
H -3.425 0.215 4.498 0.189
H -1.297 -1.616 1.965 0.220
H -0.242 3.901 1.139 0.261
H -0.862 0.124 1.877 -0.058
H -2.168 4.364 -1.945 0.196
H -3.851 0.231 6.164 0.283
H 1.361 -5.474 -1.529 0.343
H 1.632 -1.622 1.940 0.060
H -4.654 0.699 0.040 0.330
H -2.452 5.090 -3.581 0.273
H 0.075 -0.022 -4.451 0.055
H 0.473 -2.752 3.664 -0.232
H -2.363 -0.789 -4.916 0.115
H -3.167 0.159 -0.524 0.304
H -3.271 1.388 0.902 0.255
H 0.411 0.968 -1.771 0.284
H 1.677 -2.245 4.829 0.235
H 0.207 2.517 2.077 0.276
H 2.052 -1.880 0.212 0.120
H -0.601 -4.018 -1.834 0.344
H -4.628 -0.891 5.209 0.301
H 1.673 0.180 -2.785 0.345
H 1.507 1.979 -2.808 0.309
H -6.359 1.142 -4.176 0.244
H -3.711 5.154 -2.449 0.293

Record 3
13
Properties=species:S:1:pos:R:3:mulliken_charge:R:1 method="wB97M-V/def2-TZVPD" spin_multiplicity=1 de_lowest_ev=0.000 lumo_ev=0.45 gap_ev=9.182
Cl 2.133 -0.901 -0.842 -0.153
F 1.229 -0.839 1.580 -0.283
O -0.954 -0.663 -1.187 -0.728
O 1.211 2.241 0.915 -0.453
N -1.232 -1.563 0.862 -0.357
N 0.051 1.735 -1.053 -0.249
C 0.683 1.629 0.063 0.557
C 0.861 -0.532 0.307 0.203
C -0.487 -0.964 -0.085 0.502
H -0.822 -1.872 1.727 0.214
H -2.188 -1.791 0.650 0.238
H -0.107 2.642 -1.475 0.221
H -0.378 0.879 -1.461 0.288

Record 4
8
Properties=species:S:1:pos:R:3:mulliken_charge:R:1 method="wB97M-V/def2-TZVPD" spin_multiplicity=1 de_lowest_ev=0.784 lumo_ev=1.29 gap_ev=11.050
N 0.833 0.195 -0.624 -0.521
C 0.278 0.121 0.732 -0.259
C -0.643 0.073 -0.431 -0.332
H -1.158 0.971 -0.648 0.211
H 0.429 -0.829 1.245 0.222
H -1.170 -0.826 -0.728 0.231
H 1.111 -0.740 -0.851 0.234
H 0.321 1.034 1.306 0.215

Record order is preserved below.
DFT total energy: -316755.78947; -98258.67922; -25490.34809; -3643.73046 eV